C42H54MnN4O2S3Si3 as an isolated structure. Source: the Open Molecules 2025 dataset; level of theory: ωB97M-V/def2-TZVPD.

Energy   -5216.5184 Eh
Orbital gap (alpha / beta)   7.087 / 6.927 eV
Multiplicity   5
<S²>   6.2160
Highest occupied orbital energy (alpha / beta)   -4.80 / -4.64 eV
Net charge   -1
Energy above the lowest of the compared OMol25 structures with the same formula, charge and spin   0.868 eV
LUMO (alpha / beta)   2.284 / 2.286 eV

Element x y z (Å)
1 Mn 0.17729 -0.35414 0.51222
2 C -2.84020 0.15627 2.62842
3 Si -1.78258 -1.14752 1.75707
4 C -2.92791 -2.14479 0.63204
5 C -1.32177 -2.33648 3.16843
6 C -2.19955 -2.70452 4.19349
7 C -1.80908 -3.59507 5.18155
8 C -0.53038 -4.14187 5.15200
9 C 0.34245 -3.79336 4.13326
10 C -0.03689 -2.88723 3.13895
11 Si 1.00917 -2.40094 1.63547
12 C 0.95570 -3.93905 0.53179
13 C 2.81733 -2.30934 2.21514
14 H -3.76923 -0.32342 2.95326
15 H -3.11341 0.99780 2.00099
16 H -2.32613 0.53168 3.51571
17 H -3.77615 -2.49741 1.22687
18 H -2.40889 -3.01787 0.23146
19 H -3.30864 -1.56483 -0.20634
20 H -3.19947 -2.28349 4.23157
21 H -2.49578 -3.86293 5.97663
22 H -0.22016 -4.83760 5.92345
23 H 1.33529 -4.23265 4.11694
24 H 1.13609 -4.82769 1.14481
25 H 1.70408 -3.88911 -0.25926
26 H -0.01918 -4.05162 0.05170
27 H 3.10632 -3.25159 2.69007
28 H 2.98536 -1.50844 2.93552
29 H 3.47494 -2.16219 1.35289
30 C -1.04685 0.58618 -0.95883
31 Si -1.87491 2.21364 -1.04457
32 C -0.82749 3.59021 -0.25147
33 N 0.04293 3.15612 0.83799
34 C 1.11918 4.09913 1.09500
35 C 0.62690 5.46156 1.60651
36 C -0.53706 5.27256 2.59794
37 C -0.51627 3.86315 3.18338
38 C -0.67449 2.81580 2.07412
39 C -3.64163 2.25270 -0.37426
40 C -4.13964 3.25657 0.45695
41 C -5.44946 3.23346 0.91981
42 C -6.29894 2.20291 0.54749
43 C -5.83428 1.20447 -0.29802
44 C -4.52469 1.23764 -0.75168
45 C -2.06750 2.81449 -2.83957
46 C -0.95202 2.77325 -3.68362
47 C -1.01718 3.20667 -4.99873
48 C -2.21388 3.69500 -5.50853
49 C -3.33388 3.74360 -4.69394
50 C -3.25653 3.30874 -3.37529
51 H -0.17280 0.73033 -1.61882
52 H -1.65022 -0.18218 -1.45728
53 H -1.47483 4.43674 0.03782
54 H -0.19496 3.98061 -1.05588
55 H 1.70820 4.21784 0.18120
56 H 1.77943 3.65488 1.84186
57 H 0.31018 6.08592 0.76840
58 H 1.46015 5.98282 2.08758
59 H -1.49182 5.42639 2.08636
60 H -0.48922 6.02077 3.39210
61 H -1.31690 3.72860 3.91400
62 H 0.42333 3.69898 3.71918
63 H -1.73373 2.70665 1.83240
64 H -0.33736 1.84223 2.45410
65 H -3.49347 4.06818 0.77214
66 H -5.80435 4.01810 1.57717
67 H -7.31821 2.17741 0.91240
68 H -6.48968 0.39515 -0.59581
69 H -4.17739 0.44773 -1.40757
70 H -0.01297 2.37653 -3.31018
71 H -0.13816 3.15556 -5.62978
72 H -2.27177 4.02997 -6.53704
73 H -4.27246 4.11892 -5.08434
74 H -4.14488 3.35375 -2.75475
75 S 4.06320 -4.34265 -5.65504
76 C 3.14224 -3.67661 -4.43342
77 S 3.56037 -2.13832 -3.75045
78 C 2.24650 -2.25417 -2.60421
79 N 1.55742 -3.33697 -2.74269
80 N 2.05429 -4.12927 -3.76903
81 C 1.34728 -5.35721 -3.95083
82 C 1.40687 -6.07682 -5.13860
83 C 0.68779 -7.25842 -5.25890
84 C -0.08857 -7.73205 -4.21526
85 C -0.14691 -7.00281 -3.03521
86 C 0.56092 -5.82244 -2.89630
87 S 1.99787 -0.99630 -1.46892
88 H 2.00365 -5.71930 -5.95992
89 H 0.74146 -7.80661 -6.19103
90 H -0.64474 -8.65474 -4.31853
91 H -0.74948 -7.35105 -2.20607
92 H 0.51048 -5.25697 -1.97927
93 O 2.55683 1.12670 3.03916
94 C 2.98903 0.94352 1.93579
95 O 2.18274 0.77391 0.87281
96 C 4.46687 0.89982 1.58665
97 N 4.67156 0.54545 0.19275
98 C 5.89081 1.18720 -0.32152
99 C 6.35914 2.11268 0.81210
100 C 5.11395 2.28527 1.67977
101 H 4.93547 0.21562 2.30541
102 H 2.76631 0.69831 0.07212
103 H 4.60347 -0.44391 -0.00846
104 H 5.65962 1.74666 -1.23037
105 H 6.65505 0.44992 -0.57565
106 H 6.74972 3.05993 0.44218
107 H 7.14841 1.62978 1.39172
108 H 4.44279 3.02636 1.23949
109 H 5.32054 2.57516 2.70767

Mulliken atomic charge list, values in e, 8 entries: -0.01, -0.66, 0.61, -1.27, 0.19, -0.47, -0.69, -0.65